ORCA calculation (ωB97M-V with the def2-TZVPD basis set) on a structure of composition H12O6 in a non-equilibrium geometry.

For the energy above the lowest of the compared OMol25 structures with the same formula, charge and spin, the calculation gives 447.9 kJ/mol. The calculation puts the LUMO energy at 0.13 eV. The calculation puts the HOMO-LUMO gap at 9.67 eV. Its total energy is -12476.4713 eV.

CARTESIAN COORDINATES (ANGSTROEM)
O (-5.78183, -12.41299, -0.80588)
O (-7.75101, -10.02262, 1.31267)
O (-6.36384, -12.26133, 1.97726)
O (-7.21956, -12.90385, 4.22563)
O (-4.81339, -13.74347, 1.74267)
O (-5.68705, -10.12148, 0.74113)
H (-4.56582, -13.55977, 0.83646)
H (-7.96503, -13.29631, 3.77123)
H (-5.17474, -10.45924, 0.00651)
H (-5.03293, -9.84712, 1.38386)
H (-5.92195, -11.84469, -0.04849)
H (-6.13090, -11.33300, 1.98999)
H (-6.40323, -12.51155, 2.90034)
H (-5.47643, -13.08452, 1.94860)
H (-6.66025, -12.57573, -1.14958)
H (-8.13253, -10.35531, 0.50026)
H (-7.06891, -13.47595, 4.97813)
H (-6.80599, -10.10747, 1.18636)

ORCA calculation (ωB97M-V with the def2-TZVPD basis set) on an isolated molecule of Cl2H2O2P2 in a non-equilibrium geometry.

For the energy above the lowest of the compared OMol25 structures with the same formula, charge and spin, the calculation gives 260.5 kJ/mol. The calculation puts the LUMO energy at 0.01 eV. The calculation puts the HOMO-LUMO gap at 9.75 eV. Its total energy is -47749.7558 eV.

CARTESIAN COORDINATES (ANGSTROEM)
Cl (1.92623, 1.48141, -0.64060)
Cl (2.12240, -1.68064, -0.45226)
P (1.13910, -0.12053, 0.16271)
P (-1.59783, 0.70737, -0.25704)
O (-0.25487, -0.34454, -0.52561)
O (1.07804, 0.02314, 2.04419)
H (-2.07293, -0.01702, 0.84605)
H (-2.34015, -0.04919, -1.17745)

ORCA calculation (ωB97M-V with the def2-TZVPD basis set) on a structure of composition C20H41N2P3RuSe in a non-equilibrium geometry.

For the energy above the lowest of the compared OMol25 structures with the same formula, charge and spin, the calculation gives 78.3 kJ/mol. The calculation puts the LUMO energy (spin up / spin down) at -12.65 / -16.54 eV. The calculation puts the HOMO-LUMO gap (spin up / spin down) at 6.46 / 3.84 eV. Its expectation value of S² is 6.04. Its total energy is -120135.0516 eV. As for the multiplicity: 5. Its total charge is +4.

CARTESIAN COORDINATES (ANGSTROEM)
Ru (-0.35368, -0.78340, 0.00951)
Se (0.21451, 1.55604, -2.04478)
P (-2.16341, 0.33045, 0.80259)
P (1.56113, -1.60123, -1.01250)
P (-1.55214, -1.60119, -1.67062)
N (0.31998, -2.42790, 2.62014)
N (-0.42068, -2.37929, 1.49038)
C (0.74416, 4.42222, -2.12153)
C (0.11095, -3.55461, 3.32760)
C (-3.30919, -2.02951, -1.27511)
C (-1.78366, -0.62747, -3.23246)
C (0.88537, 3.20766, -1.41377)
C (-1.00831, -3.24615, -2.31153)
C (3.73884, 3.64738, 3.30740)
C (-3.39738, -0.61569, 1.79804)
C (1.81967, -1.47340, -2.82560)
C (1.97546, -3.37880, -0.65908)
C (2.94524, 2.54657, 3.42645)
C (1.18032, 5.60557, -1.51197)
C (-0.81732, -4.29245, 2.61445)
C (-1.13205, -3.53665, 1.47487)
C (1.78172, 5.55580, -0.24871)
C (-3.13835, 1.31496, -0.39209)
C (2.97430, -0.70004, -0.29492)
C (2.00824, 4.32793, 0.40010)
C (1.58401, 3.14982, -0.20569)
C (-1.52338, 1.55291, 1.99762)
H (2.93754, -3.70533, -1.11381)
H (-0.02768, -3.18719, -2.79870)
H (3.02336, 1.75316, 2.65018)
H (-1.75211, -3.60545, -3.03728)
H (2.34666, 2.42051, 4.35263)
H (2.48506, 4.26712, 1.37789)
H (1.84629, -0.41341, -3.11067)
H (1.05694, 6.58444, -1.99133)
H (-3.84694, 1.93546, 0.17689)
H (-3.32640, -2.69839, -0.40440)
H (2.06898, -3.50742, 0.43374)
H (-2.23852, 0.34105, -2.97362)
H (1.18513, -4.05374, -1.02710)
H (-3.91605, -1.36829, 1.18910)
H (-2.86875, -1.15083, 2.60310)
H (2.07998, 6.48350, 0.25974)
H (-1.24796, -5.25602, 2.83833)
H (1.76313, 2.18469, 0.26427)
H (-0.40297, 1.05856, -0.64449)
H (-2.47237, 1.98366, -0.95966)
H (-3.88432, -1.11524, -1.08062)
H (-2.45492, -1.17001, -3.91560)
H (0.95392, -1.68292, 2.85658)
H (4.00055, 4.32040, 4.17892)
H (-3.71475, 0.72041, -1.11479)
H (-0.96755, -3.95707, -1.47481)
H (4.28092, 3.95171, 2.40223)
H (-0.80820, -0.48224, -3.72359)
H (0.29598, 4.40242, -3.11130)
H (3.04547, -0.93808, 0.77905)
H (-2.34902, 2.15920, 2.39861)
H (-4.15996, 0.04937, 2.24819)
H (1.03660, -1.94544, -3.42946)
H (2.85859, 0.38614, -0.44003)
H (-3.74852, -2.57181, -2.12434)
H (-0.79379, 2.23334, 1.52829)
H (-1.82700, -3.74764, 0.66835)
H (-1.05765, 1.01234, 2.83658)
H (2.78264, -1.93843, -3.08529)
H (3.92188, -1.00246, -0.76873)
H (0.65148, -3.71965, 4.23814)

ORCA calculation (ωB97M-V with the def2-TZVPD basis set) on an isolated molecule of C9H10N2O3S in a non-equilibrium geometry.

For the energy above the lowest of the compared OMol25 structures with the same formula, charge and spin, the calculation gives 113.1 kJ/mol. The calculation puts the LUMO energy at -0.40 eV. The calculation puts the HOMO-LUMO gap at 9.25 eV. Its total energy is -29451.3445 eV.

CARTESIAN COORDINATES (ANGSTROEM)
S (-2.96944, -0.12804, -0.13084)
O (-2.41375, -0.36308, -1.42197)
O (-3.58361, -1.27025, 0.49297)
O (-3.64257, 1.15683, 0.09572)
N (-0.58290, -1.18146, 0.27736)
N (-0.50033, 1.01133, 0.72802)
C (0.81501, 0.63604, 0.36430)
C (-0.80650, -2.57336, 0.10050)
C (3.02106, 0.86295, -0.50109)
C (-1.27070, -0.08440, 0.64632)
C (0.71182, -0.70586, -0.05153)
C (-0.99291, 2.35848, 0.86293)
C (1.81807, -1.20762, -0.74593)
C (1.88611, 1.42433, 0.09693)
C (2.94035, -0.41779, -0.91381)
H (-1.06859, -2.86121, -0.93365)
H (1.97734, -2.22098, -0.94819)
H (-1.71186, -2.84263, 0.75241)
H (1.82511, 2.56193, 0.00993)
H (-2.06651, 2.48749, 0.99823)
H (3.79173, -0.78942, -1.38731)
H (0.07420, -3.14329, 0.37141)
H (-0.48383, 2.91451, 0.10258)
H (3.75256, 1.59777, -0.63273)
H (-0.51984, 2.77776, 1.76742)

ORCA calculation (ωB97M-V with the def2-TZVPD basis set) on an isolated molecule of C14H19ClN2O2S in a non-equilibrium geometry.

For the energy above the lowest of the compared OMol25 structures with the same formula, charge and spin, the calculation gives 4.7 kJ/mol. The calculation puts the LUMO energy at 0.71 eV. The calculation puts the HOMO-LUMO gap at 8.58 eV. Its total energy is -45259.4104 eV.

CARTESIAN COORDINATES (ANGSTROEM)
Cl (6.45977, -0.90211, 0.07695)
S (3.74790, -1.74337, 1.01358)
O (-2.00029, -2.04614, 0.27934)
O (-1.17769, 1.80761, -0.61108)
N (1.65429, 1.18859, -0.20563)
N (-1.62377, 0.57880, 1.23253)
C (2.38742, -0.71417, 0.71224)
C (1.01068, -0.65221, 0.93594)
C (-0.76019, -2.28500, -1.84117)
C (2.76357, 0.44379, 0.01871)
C (-3.05448, 0.74067, 1.14753)
C (1.66161, 2.50256, -0.80159)
C (-0.80060, 1.03454, 0.25836)
C (2.05044, 3.56626, 0.22243)
C (4.78526, -0.58373, 0.20559)
C (0.58283, 0.54144, 0.36520)
C (-3.76949, -0.60186, 0.97483)
C (4.14446, 0.51813, -0.26995)
C (-1.42170, -2.94939, -0.63617)
C (-3.18390, -1.41986, -0.17439)
H (0.39996, -1.39832, 1.40219)
H (4.63984, 1.31740, -0.78827)
H (-0.66804, -3.48797, -0.05496)
H (-2.18189, -3.66955, -0.97698)
H (-3.24158, 1.38866, 0.28702)
H (-0.05483, -1.52823, -1.50684)
H (-3.90247, -2.19020, -0.49580)
H (-3.67643, -1.19076, 1.88928)
H (-0.22669, -3.03615, -2.41690)
H (0.66270, 2.70210, -1.19238)
H (3.02863, 3.35030, 0.64741)
H (2.08173, 4.54261, -0.25273)
H (-3.42125, 1.23933, 2.05171)
H (-1.49779, -1.81442, -2.48623)
H (-2.97622, -0.76287, -1.02923)
H (1.31990, 3.59503, 1.02737)
H (2.37812, 2.49437, -1.62749)
H (-1.29264, -0.15942, 1.83220)
H (-4.82719, -0.41644, 0.78739)